No. 1
The following is a DFT calculation (wB97M-V/def2-TZVPD) of a structure of composition C34H34CoN6O3Te.

Its HOMO energy (spin up / spin down) is -6.7 / -6.7 eV. As for the spin multiplicity: 4. The charge is 0. Its expectation value of S² is 3.76.

Last column: Löwdin spin population.
Atoms and positions in Å:
Co  -0.047  0.342  -0.083  2.6998
C  -3.254  2.703  5.622  0.0011
C  -2.825  1.906  4.418  0.0063
C  -3.749  1.431  3.488  -0.0007
C  -3.342  0.736  2.373  0.0068
C  -1.991  0.435  2.118  0.0058
N  -1.607  -0.264  0.984  0.0689
C  -2.381  -1.340  0.583  0.0044
C  -2.940  -2.231  1.525  0.0067
C  -3.726  -3.303  1.165  -0.0006
C  -3.983  -3.588  -0.173  0.0055
C  -4.833  -4.765  -0.576  0.0010
C  -3.396  -2.767  -1.117  -0.0012
C  -2.620  -1.663  -0.769  0.0055
N  -2.121  -0.868  -1.838  0.0006
C  -2.754  -0.632  -3.008  0.0056
C  -1.892  0.074  -3.814  0.0022
C  -0.742  0.240  -3.039  0.0081
N  -0.891  -0.331  -1.849  0.0214
C  -1.068  0.943  3.048  0.0064
C  -1.490  1.664  4.164  -0.0013
N  0.332  0.716  2.911  0.0023
C  1.204  0.521  3.925  -0.0012
C  2.464  0.427  3.381  0.0021
C  2.263  0.576  2.006  0.0003
N  0.973  0.752  1.734  0.0271
H  -4.297  2.505  5.867  0.0001
H  -3.154  3.774  5.432  0.0004
H  -2.642  2.462  6.491  0.0002
H  -4.804  1.634  3.633  -0.0002
H  -4.075  0.418  1.644  0.0003
H  -2.743  -2.049  2.573  0.0003
H  -4.137  -3.946  1.936  -0.0001
H  -5.478  -5.070  0.246  0.0001
H  -4.213  -5.622  -0.852  0.0004
H  -5.461  -4.521  -1.433  0.0001
H  -3.536  -2.997  -2.167  -0.0002
H  -3.764  -0.956  -3.182  0.0004
H  -2.067  0.436  -4.812  0.0002
H  0.171  0.748  -3.301  0.0003
H  -0.749  2.066  4.845  -0.0002
H  0.876  0.436  4.946  0.0000
H  3.397  0.277  3.896  0.0004
H  3.004  0.566  1.222  -0.0001
C  1.996  -2.543  -1.642  0.0001
C  2.053  -2.306  -0.148  0.0017
O  0.779  -1.818  0.275  0.0219
H  2.981  -2.834  -2.010  0.0000
H  1.673  -1.631  -2.146  0.0001
H  1.288  -3.338  -1.878  0.0000
H  2.833  -1.574  0.089  0.0000
H  2.285  -3.237  0.377  0.0008
H  0.695  -1.903  1.231  0.0002
O  -2.300  2.436  -0.122  0.0035
N  -1.381  3.012  -0.657  0.0064
O  -0.290  2.334  -0.729  0.0488
Te  2.436  1.710  -1.410  0.0186
C  2.778  1.469  -3.508  0.0034
C  3.090  0.231  -4.058  0.0008
C  3.312  0.111  -5.422  -0.0001
C  3.212  1.225  -6.244  0.0005
C  2.894  2.460  -5.698  0.0001
C  2.678  2.583  -4.333  0.0013
C  4.487  1.280  -0.940  0.0036
C  5.266  2.338  -0.480  0.0012
C  6.582  2.130  -0.096  0.0001
C  7.133  0.858  -0.167  0.0004
C  6.366  -0.200  -0.632  -0.0001
C  5.047  0.009  -1.012  0.0007
H  3.162  -0.642  -3.422  0.0001
H  3.558  -0.855  -5.846  0.0000
H  3.380  1.133  -7.309  0.0000
H  2.819  3.333  -6.334  0.0000
H  2.431  3.547  -3.904  0.0002
H  4.835  3.331  -0.430  0.0003
H  7.177  2.963  0.257  0.0000
H  8.157  0.695  0.143  0.0000
H  6.796  -1.192  -0.696  0.0000
H  4.457  -0.825  -1.374  0.0001

No. 2
The following is a DFT calculation (wB97M-V/def2-TZVPD) of a structure of composition C34H34DyI2N7O3 in a non-equilibrium geometry.

Its HOMO energy (spin up / spin down) is -12.7 / -12.7 eV. As for the spin multiplicity: 6. The charge is +2. Its expectation value of S² is 9.34. For the relative energy (zero: lowest compared OMol25 entry of this formula, charge and spin), the calculation gives 0.0 kcal/mol.

Last column: Löwdin spin population.
Atoms and positions in Å:
Dy  0.385  -0.283  0.103  5.0625
I  -1.582  0.882  7.405  0.0009
C  -1.214  0.552  5.354  0.0041
C  -0.410  1.444  4.651  -0.0011
C  -0.288  1.242  3.297  0.0033
I  1.178  2.192  2.057  -0.0098
C  -0.981  0.260  2.582  -0.0034
O  -1.065  0.263  1.287  -0.0051
C  -1.522  -0.782  3.372  0.0028
C  -1.689  -2.077  2.619  0.0000
N  -0.403  -2.349  1.904  -0.0091
C  0.667  -2.656  2.868  -0.0001
C  2.044  -2.162  2.492  -0.0004
C  3.126  -2.663  3.214  -0.0001
C  4.391  -2.152  3.006  -0.0001
C  4.539  -1.133  2.072  0.0000
C  3.427  -0.707  1.377  -0.0003
N  2.189  -1.213  1.556  -0.0100
C  -1.674  -0.608  4.734  -0.0007
H  0.104  2.253  5.144  -0.0002
H  -1.946  -2.891  3.307  -0.0002
H  -2.487  -1.974  1.877  0.0001
H  -0.549  -3.178  1.326  0.0002
H  0.422  -2.151  3.813  0.0000
H  0.736  -3.729  3.083  -0.0002
H  2.965  -3.441  3.942  0.0000
H  5.235  -2.531  3.561  0.0000
H  5.499  -0.677  1.894  0.0000
H  3.518  0.093  0.647  0.0001
H  -2.162  -1.372  5.322  -0.0001
C  3.367  0.135  -3.632  -0.0002
C  2.892  1.573  -3.345  -0.0001
C  2.716  1.585  -1.825  -0.0003
O  2.333  0.235  -1.483  -0.0144
C  3.235  -0.569  -2.272  -0.0005
H  4.398  0.110  -3.979  0.0000
H  2.750  -0.344  -4.392  0.0000
H  1.942  1.776  -3.839  0.0000
H  3.614  2.320  -3.666  0.0000
H  1.945  2.276  -1.476  0.0001
H  3.667  1.828  -1.332  0.0000
H  2.840  -1.584  -2.341  0.0000
H  4.208  -0.604  -1.768  0.0000
C  -2.162  2.043  -3.256  0.0000
C  -1.507  1.054  -2.548  0.0002
N  -0.690  1.308  -1.509  -0.0079
C  -0.592  2.589  -1.146  -0.0002
C  -1.225  3.658  -1.778  0.0000
C  -2.013  3.373  -2.886  0.0001
C  -0.989  5.002  -1.245  0.0000
C  -1.196  5.365  0.026  0.0000
C  -1.851  4.560  1.052  0.0000
C  -2.172  5.117  2.293  0.0000
C  -2.839  4.304  3.198  0.0000
N  -3.211  3.071  2.889  0.0000
C  -2.900  2.647  1.679  0.0000
N  -2.213  3.303  0.767  0.0000
H  -2.789  1.782  -4.091  0.0000
H  -1.621  0.016  -2.830  0.0001
H  0.063  2.828  -0.319  0.0004
H  -2.513  4.159  -3.427  0.0000
H  -0.620  5.734  -1.951  0.0000
H  -0.953  6.374  0.327  0.0000
H  -1.915  6.135  2.531  0.0000
H  -3.095  4.642  4.193  0.0000
H  -3.237  1.656  1.405  0.0000
N  -1.711  -5.387  -5.277  0.0000
C  -2.105  -5.228  -4.003  0.0000
O  -2.887  -5.961  -3.445  0.0000
C  -1.508  -4.070  -3.226  0.0002
C  -2.103  -3.806  -1.992  -0.0001
C  -1.599  -2.810  -1.180  -0.0001
N  -0.521  -2.071  -1.496  -0.0105
C  0.029  -2.316  -2.694  -0.0001
C  -0.420  -3.280  -3.583  -0.0001
H  -2.110  -6.155  -5.795  0.0000
H  -1.109  -4.753  -5.768  0.0000
H  -2.951  -4.408  -1.697  0.0000
H  -2.091  -2.575  -0.244  0.0001
H  0.866  -1.688  -2.969  0.0001
H  0.099  -3.396  -4.523  0.0000

No. 3
The following is a DFT calculation (wB97M-V/def2-TZVPD) of a structure of composition C34H34GeNP2RhSeTe.

Its HOMO energy (spin up / spin down) is 0.1 / 0.1 eV. The charge is -2. For the relative energy (zero: lowest compared OMol25 entry of this formula, charge and spin), the calculation gives 3.5 kcal/mol.

Last column: Löwdin charge in e.
Atoms and positions in Å:
Rh  -0.137  0.823  0.595  0.0684
Te  3.383  -0.355  3.610  1.1840
C  4.240  -2.330  3.917  -0.5300
C  3.773  -3.189  4.908  -0.1533
C  4.312  -4.463  5.023  -0.1802
N  5.275  -4.935  4.234  0.0288
C  5.719  -4.114  3.283  -0.1799
C  5.243  -2.825  3.089  -0.1492
C  1.910  -0.635  2.293  -1.0551
P  1.879  -0.240  0.554  0.7441
C  3.522  0.441  0.126  -0.3703
C  3.719  1.783  0.455  -0.1328
C  4.925  2.404  0.187  -0.0979
C  5.951  1.697  -0.432  -0.1152
C  5.756  0.370  -0.781  -0.1046
C  4.543  -0.254  -0.506  -0.0876
C  1.820  -1.876  -0.273  -0.3410
C  2.600  -2.934  0.191  -0.1102
C  2.513  -4.185  -0.397  -0.0978
C  1.624  -4.392  -1.448  -0.1136
C  0.823  -3.351  -1.892  -0.0920
C  0.916  -2.094  -1.306  -0.0920
P  0.134  -0.612  2.509  0.7887
C  -0.142  -0.059  4.233  -0.3603
C  0.022  1.309  4.467  -0.1182
C  -0.161  1.839  5.731  -0.1021
C  -0.527  1.010  6.787  -0.1212
C  -0.713  -0.344  6.560  -0.1086
C  -0.528  -0.875  5.288  -0.0857
C  -0.384  -2.381  2.579  -0.3557
C  -1.598  -2.691  1.970  -0.1019
C  -2.032  -4.011  1.925  -0.0976
C  -1.258  -5.024  2.473  -0.1211
C  -0.033  -4.721  3.062  -0.1054
C  0.398  -3.405  3.108  -0.1059
H  2.982  -2.874  5.579  0.0848
H  3.945  -5.138  5.792  0.0909
H  6.500  -4.506  2.636  0.0909
H  5.642  -2.217  2.285  0.0837
H  2.897  2.333  0.905  0.0889
H  5.061  3.446  0.450  0.0945
H  6.895  2.183  -0.648  0.0869
H  6.544  -0.187  -1.274  0.0899
H  4.400  -1.289  -0.794  0.0929
H  3.246  -2.776  1.048  0.0855
H  3.115  -5.003  -0.019  0.0921
H  1.541  -5.374  -1.900  0.0860
H  0.100  -3.518  -2.682  0.0951
H  0.249  -1.289  -1.603  0.0624
H  0.293  1.952  3.634  0.0937
H  -0.024  2.902  5.891  0.0922
H  -0.670  1.420  7.780  0.0850
H  -1.007  -1.000  7.372  0.0889
H  -0.681  -1.935  5.124  0.0936
H  -2.167  -1.896  1.492  0.0144
H  -2.971  -4.247  1.438  0.0925
H  -1.594  -6.053  2.422  0.0835
H  0.591  -5.510  3.465  0.0892
H  1.367  -3.159  3.532  0.0799
C  -1.003  2.769  -3.214  -0.2601
Ge  0.529  2.944  -2.000  0.6406
C  1.173  4.809  -2.270  -0.2571
C  1.939  1.818  -2.781  -0.2286
C  0.118  2.537  -0.182  -0.5101
H  -0.717  3.110  -4.213  -0.0016
H  -1.851  3.356  -2.859  0.0064
H  -1.328  1.730  -3.240  -0.0164
H  1.385  4.986  -3.327  -0.0054
H  2.085  4.994  -1.700  -0.0065
H  0.414  5.525  -1.949  -0.0034
H  2.014  1.994  -3.857  0.0054
H  1.700  0.765  -2.615  -0.0005
H  2.908  2.021  -2.326  -0.0040
H  -0.456  3.313  0.342  -0.0760
Se  -2.275  0.393  -0.314  -0.3480

Number 1: molecular weight 761.22 g/mol, electronic energy -95810.574 eV. Number 2: molecular weight 1005.00 g/mol, electronic energy -92658.003 eV. Number 3: molecular weight 900.68 g/mol, electronic energy -188039.428 eV.